The following is a quantum chemistry calculation of the ion C5H9NO7S2 with charge -2 at a distorted geometry, from the OMol25 dataset.

Geometry as XYZ:
```
24
Properties=species:S:1:pos:R:3
C 0.330 0.603 -1.517
C 1.144 1.744 -0.754
C 0.197 2.574 1.362
C -0.743 -0.474 0.388
C -0.781 -1.705 1.214
N 0.284 -0.474 -0.632
O -2.497 0.942 -0.781
O 2.284 -0.279 1.185
O -2.609 -1.545 -1.112
O -3.141 -0.481 1.084
O 1.847 -2.369 0.039
O 2.646 -0.579 -1.263
O 0.378 2.631 0.108
S -2.431 -0.403 -0.203
S 1.857 -0.917 -0.086
H -0.708 1.049 -1.715
H 1.069 0.170 -2.378
H 1.859 1.312 -0.222
H 1.536 2.300 -1.586
H -0.651 0.352 1.119
H 0.655 1.639 1.768
H -1.581 -1.674 1.901
H 0.262 -1.860 1.459
H -1.204 -2.556 0.623
```

HOMO (alpha / beta) = -0.387 / -1.836 eV
spin multiplicity = 3
<S²> = 2.005
total charge = -2
DFT total energy = -1573.55691 Ha

---

The following is a quantum chemistry calculation of the ion C6H11N with charge -1 at a distorted geometry, from the OMol25 dataset.

Geometry as XYZ:
```
18
Properties=species:S:1:pos:R:3
C 3.493 0.149 0.248
C 2.040 -0.418 0.291
C 0.990 -0.111 -0.514
N -0.180 -0.797 -0.514
C -1.437 0.030 -0.713
C -3.404 0.585 0.677
C -2.656 -0.418 0.066
H 4.257 -0.608 0.273
H 3.546 0.620 -0.729
H 3.651 0.937 0.980
H 1.765 -1.151 1.031
H 1.089 0.712 -1.231
H -0.229 -1.312 0.327
H -1.595 0.171 -1.753
H -1.148 0.974 -0.256
H -3.190 1.631 0.396
H -4.102 0.500 1.505
H -2.890 -1.494 -0.084
```

HOMO (alpha / beta) = 0.886 / -2.998 eV
spin multiplicity = 2
<S²> = 0.753
total charge = -1
DFT total energy = -289.84021 Ha
energy above the lowest of the compared OMol25 structures with the same formula, charge and spin = 34.9 kcal/mol

---

The following is a quantum chemistry calculation of the molecule C8H15NO4 at a distorted geometry, from the OMol25 dataset.

Geometry as XYZ:
```
28
Properties=species:S:1:pos:R:3
C -1.720 1.788 0.604
C -0.737 0.644 0.937
C -0.305 0.760 2.477
O -1.388 -0.593 0.675
C -0.551 -1.545 0.112
O 0.181 -2.295 1.010
C 0.453 -0.739 -0.872
C 1.701 -1.503 -1.076
C -0.288 -0.487 -2.154
C 0.744 0.497 -0.011
N 1.040 1.744 -0.641
O 2.076 2.285 -0.289
O 0.287 2.263 -1.454
H -2.490 1.340 -0.058
H -1.316 2.683 0.081
H -2.236 2.211 1.514
H 0.415 1.669 2.682
H 0.278 -0.177 2.819
H -1.134 0.966 3.000
H -1.147 -2.228 -0.547
H -0.255 -3.146 1.182
H 1.502 -2.306 -1.852
H 1.992 -2.073 -0.036
H 2.699 -1.035 -1.514
H 0.325 0.326 -2.734
H -1.227 -0.005 -1.982
H -0.474 -1.385 -2.671
H 1.575 0.339 0.797
```

HOMO = -10.415 eV
spin multiplicity = 1
SMILES = CC1(C)O[C@H](O)C(C)(C)[C@H]1[N+](=O)[O-]
DFT total energy = -669.38545 Ha
energy above the lowest of the compared OMol25 structures with the same formula, charge and spin = 113.4 kcal/mol

---

The following is a quantum chemistry calculation of the molecule C7H7F at a distorted geometry, from the OMol25 dataset.

Geometry as XYZ:
```
15
Properties=species:S:1:pos:R:3
F -2.777 -0.620 0.006
C -1.872 0.487 -0.046
C -0.517 0.273 -0.008
C 0.332 1.395 0.284
C 1.590 1.159 -0.108
C 1.800 -0.292 -0.446
C 1.507 -1.254 0.578
C 0.368 -0.848 -0.303
H -2.493 1.468 -0.112
H -0.128 2.262 0.646
H 2.410 1.918 -0.244
H 2.523 -0.665 -1.152
H 1.793 -2.325 0.469
H 1.712 -0.942 1.580
H -0.075 -1.649 -0.942
```

HOMO = -8.403 eV
spin multiplicity = 1
SMILES = F/C=C1/C=C[C@H]2C[C@@H]12
DFT total energy = -370.68762 Ha
energy above the lowest of the compared OMol25 structures with the same formula, charge and spin = 59.5 kcal/mol

---

The following is a quantum chemistry calculation of a structure of composition C16H21InN2O11 at a distorted geometry, from the OMol25 dataset.

Geometry as XYZ:
```
51
Properties=species:S:1:pos:R:3
In -1.520 -2.580 -1.689
C 1.188 -4.330 -0.108
O 1.139 -3.849 -1.273
O 1.529 -5.518 0.157
O 0.416 -3.872 0.801
N -2.736 -3.913 1.857
O -2.243 -5.046 1.901
O -2.992 -3.274 2.889
O -2.917 -3.357 0.739
C -1.740 1.746 -1.956
C -2.210 0.458 -2.273
C -3.639 0.156 -1.799
O -3.838 -1.008 -1.400
C -4.549 1.179 -1.439
C -4.065 2.498 -1.249
C -2.595 2.807 -1.536
O -2.172 3.949 -1.402
O -4.847 3.383 -0.894
O -1.511 -0.424 -2.819
H -0.761 2.075 -2.285
H -5.562 0.842 -1.281
C 0.939 0.305 2.597
C 0.466 0.892 1.217
C 1.013 2.327 1.072
C 2.502 2.352 0.670
C 2.803 1.523 -0.544
C 2.190 0.110 -0.536
N 0.883 0.125 0.079
O 0.326 -1.190 0.164
C 2.219 -0.399 -1.967
C 3.114 -0.869 0.219
C -1.038 1.044 1.452
H 0.401 0.798 3.413
H 1.941 0.638 2.897
H 0.726 -0.757 2.702
H 0.417 2.886 0.348
H 1.003 2.820 2.047
H 2.968 1.868 1.542
H 2.865 3.381 0.715
H 3.893 1.422 -0.609
H 2.580 2.061 -1.470
H 3.193 -0.565 -2.420
H 1.560 -1.255 -2.138
H 1.678 0.292 -2.631
H 2.963 -1.942 0.082
H 4.150 -0.832 -0.155
H 3.299 -0.610 1.267
H -1.544 0.075 1.413
H -1.515 1.508 0.576
H -1.360 1.643 2.297
H 0.988 -1.572 0.760
```

HOMO = -1.776 eV
spin multiplicity = 1
total charge = -2
DFT total energy = -1749.27562 Ha
energy above the lowest of the compared OMol25 structures with the same formula, charge and spin = 11.1 kcal/mol

---

The following is a quantum chemistry calculation of a structure of composition C14H5ClF9N6O6PtS5 at a distorted geometry, from the OMol25 dataset.

Geometry as XYZ:
```
47
Properties=species:S:1:pos:R:3
Pt -0.250 -0.464 -0.326
F 1.167 -2.914 4.035
C 0.556 -1.727 4.020
F 1.204 -0.924 4.860
F -0.673 -1.911 4.512
S 0.546 -1.066 2.257
O -0.229 0.128 2.314
O -0.028 -2.154 1.496
N 2.090 -0.960 2.028
S 2.563 -1.304 0.573
O 2.529 -2.713 0.303
O 2.042 -0.488 -0.496
C 4.402 -0.917 0.660
F 4.669 0.325 1.016
F 4.963 -1.135 -0.534
F 4.995 -1.737 1.531
F 1.220 4.170 2.083
C 1.106 3.798 0.800
F 2.166 4.303 0.147
F 0.028 4.421 0.316
C 1.085 2.202 0.659
O 2.006 1.640 1.209
O 0.135 1.800 -0.030
S -0.120 -7.130 1.967
C -0.205 -5.995 0.762
S 0.826 -4.583 0.678
C -0.120 -4.069 -0.734
N -1.053 -4.909 -1.045
N -1.101 -5.977 -0.254
C -2.111 -6.924 -0.522
C -1.896 -8.285 -0.342
C -2.924 -9.171 -0.610
C -4.147 -8.709 -1.067
C -4.342 -7.352 -1.281
C -3.325 -6.454 -1.015
S 0.261 -2.724 -1.686
H -0.939 -8.645 -0.004
H -2.768 -10.228 -0.458
H -4.948 -9.408 -1.258
H -5.294 -6.992 -1.643
H -3.440 -5.392 -1.176
Cl -0.679 0.303 -2.620
N -5.930 2.034 -0.952
C -5.136 1.297 -0.553
N -4.360 0.436 -0.016
C -3.224 -0.036 -0.062
N -2.246 -0.691 0.068
```

HOMO (alpha / beta) = -6.470 / -6.342 eV
spin multiplicity = 1
total charge = -1
DFT total energy = -4785.67715 Ha
energy above the lowest of the compared OMol25 structures with the same formula, charge and spin = 90.4 kcal/mol

---

The following is a quantum chemistry calculation of a cluster of 2 separate species, CHClFNO2 in total at a distorted geometry, from the OMol25 dataset.

Geometry as XYZ:
```
7
Properties=species:S:1:pos:R:3
C -0.600 -0.445 0.456
N 0.344 0.583 0.737
O -0.459 -1.580 0.777
O 0.927 -0.139 -1.139
F 0.110 1.824 0.341
Cl -2.027 0.183 -0.397
H 1.705 -0.427 -0.775
```

HOMO (alpha / beta) = -11.794 / -11.787 eV
spin multiplicity = 1
DFT total energy = -803.77895 Ha
energy above the lowest of the compared OMol25 structures with the same formula, charge and spin = 66.4 kcal/mol

---

The following is a quantum chemistry calculation of a structure of composition C8H18InO8 at a distorted geometry, from the OMol25 dataset.

Geometry as XYZ:
```
35
Properties=species:S:1:pos:R:3
In 0.256 0.562 0.209
C -0.528 2.319 -2.317
O -0.135 1.530 -1.291
H -0.007 3.248 -2.544
H -0.482 1.902 -3.323
H -1.553 2.642 -2.134
C 3.272 1.194 -0.183
O 2.117 0.348 -0.131
H 3.492 1.518 -1.200
H 3.189 2.104 0.412
H 4.161 0.742 0.256
C 3.291 -2.149 -0.972
O 2.600 -2.701 0.131
C 1.557 -2.004 0.843
O 1.150 -0.919 0.593
O 1.246 -2.763 1.866
C 0.537 -2.279 3.019
H 3.074 -2.618 -1.931
H 4.358 -2.276 -0.786
H 3.116 -1.074 -1.014
H -0.523 -2.481 2.866
H 0.733 -1.225 3.216
H 0.804 -2.902 3.872
C -2.928 2.035 -1.770
O -3.512 1.259 -0.844
C -2.790 0.574 0.060
O -1.527 0.601 0.210
O -3.688 -0.130 0.687
C -3.357 -0.843 1.871
H -3.506 2.940 -1.959
H -2.644 1.723 -2.775
H -2.069 2.548 -1.336
H -2.567 -1.514 1.535
H -4.146 -1.562 2.094
H -2.990 -0.350 2.771
```

HOMO = -11.648 eV
spin multiplicity = 1
total charge = +1
DFT total energy = -1106.97051 Ha
energy above the lowest of the compared OMol25 structures with the same formula, charge and spin = 133.6 kcal/mol